[1]
This record from the Open Molecules 2025 dataset describes a structure of composition C62H68N4P2S3SbW. The level of theory is the ωB97M-V functional and the def2-TZVPD basis.

Element x y z (Å)
W  0.29217  -0.79017  0.65439
C  3.46867  -0.78827  5.93199
C  3.02057  -2.17067  5.44859
C  1.86887  -2.03907  4.51759
C  0.52997  -2.11157  4.80779
C  -0.11983  -2.30597  6.13679
C  -0.67453  -0.99107  6.69419
C  -0.16913  -1.92147  3.57319
C  -1.53763  -2.05547  3.43949
C  -2.21103  -2.13627  2.23349
C  -3.54303  -2.63787  2.07369
C  -4.34803  -3.07887  3.25469
C  -5.61913  -3.87037  2.97139
C  -3.78323  -2.66717  0.71779
C  -2.60733  -2.15687  0.08879
C  -2.48563  -2.01547  -1.29521
C  -1.31443  -1.85557  -1.99571
N  -0.08763  -1.71997  -1.33871
C  0.90557  -1.68177  -2.39661
C  2.19967  -0.97607  -2.25531
C  2.81077  -0.72327  -0.95861
N  2.27037  -1.25277  0.20399
C  3.31547  -1.14707  1.13509
C  3.17617  -1.51667  2.47479
C  1.98517  -1.76107  3.11489
N  0.71577  -1.67087  2.51079
C  4.45457  -0.55797  0.55809
C  4.11967  -0.28467  -0.77271
C  5.01617  0.25593  -1.83321
C  5.93967  -0.85377  -2.34211
C  5.70447  -0.19647  1.28299
C  5.49397  1.03413  2.17469
C  -0.48503  -2.73657  -4.08451
C  -1.44133  -2.02997  -3.44841
C  -2.68583  -1.56147  -4.16441
C  -2.32513  -0.58547  -5.29021
C  -0.65833  -3.43387  -5.39371
C  -0.38303  -4.93577  -5.25891
N  -1.61133  -1.85887  1.00059
C  -4.95483  -3.16477  -0.06951
C  -5.92823  -2.04337  -0.43961
H  4.30687  -0.88647  6.61329
H  2.65937  -0.27927  6.45239
H  3.77497  -0.15667  5.09899
H  2.72447  -2.77627  6.30569
H  3.85157  -2.67947  4.95659
H  0.61277  -2.70747  6.83719
H  -0.92933  -3.03097  6.04279
H  0.12827  -0.27917  6.87959
H  -1.17863  -1.17677  7.63789
H  -1.38373  -0.53027  6.00479
H  -2.10323  -2.23587  4.33889
H  -4.60983  -2.18997  3.83919
H  -3.69993  -3.70007  3.88169
H  -6.33503  -3.29287  2.39259
H  -6.09033  -4.13397  3.91609
H  -5.38513  -4.79367  2.44599
H  -3.38983  -2.19057  -1.85171
H  2.94617  -1.25897  -2.98851
H  4.08327  -1.55547  3.05649
H  5.61927  1.06543  -1.41951
H  4.43207  0.65233  -2.66701
H  6.51057  -1.27837  -1.51971
H  6.62567  -0.44847  -3.08051
H  5.36007  -1.65337  -2.80141
H  6.49357  0.01673  0.56219
H  6.03427  -1.03417  1.90169
H  5.25197  1.90993  1.57649
H  6.39997  1.24053  2.73739
H  4.67857  0.87303  2.87809
H  -3.36963  -1.05277  -3.48591
H  -3.22443  -2.40927  -4.59181
H  -3.20843  -0.36627  -5.88251
H  -1.56563  -0.99957  -5.94571
H  -1.94713  0.35423  -4.89361
H  0.02787  -3.02667  -6.13991
H  -1.67463  -3.29817  -5.75631
H  0.66037  -5.12587  -5.02721
H  -0.61483  -5.43107  -6.19671
H  -1.00283  -5.38117  -4.48431
H  -5.49473  -3.92467  0.48619
H  -4.58793  -3.64297  -0.98011
H  -6.33923  -1.58397  0.45499
H  -6.74993  -2.44437  -1.02661
H  -5.43473  -1.27027  -1.02451
C  -1.89493  2.59303  -1.13831
C  -1.46483  1.26103  -1.76771
P  0.38097  0.94593  -1.64521
C  1.08257  2.38993  -2.53761
C  2.44597  2.63623  -2.38151
C  3.08257  3.56273  -3.18831
C  2.36007  4.27353  -4.13501
C  0.99597  4.07293  -4.25271
C  0.35797  3.12323  -3.47391
C  0.99757  -0.25547  -2.92931
C  0.82967  -2.87147  -3.35701
C  1.99477  -2.92507  -4.30421
C  2.29427  -1.96037  -5.17761
C  1.62787  -0.68077  -5.31881
C  1.05167  0.05753  -4.35931
P  -1.64643  2.79553  0.69559
C  -0.31163  3.98863  1.05549
C  -0.47163  4.89183  2.10559
C  0.47017  5.88723  2.29839
C  1.57927  5.97603  1.47409
C  1.75387  5.05783  0.45069
C  0.80957  4.07383  0.23939
C  -3.08503  3.63023  1.39599
C  -3.76453  4.60613  0.67389
C  -4.73273  5.36443  1.30739
C  -5.00123  5.17503  2.65399
C  -4.32513  4.19833  3.36889
C  -3.36723  3.42263  2.74399
H  -2.97993  2.69143  -1.26961
H  -1.40673  3.44463  -1.61941
H  -1.79663  1.21933  -2.80911
H  -1.97553  0.44003  -1.23801
H  2.99097  2.09873  -1.61551
H  4.14497  3.72473  -3.08341
H  2.85437  4.98653  -4.77611
H  0.42427  4.64243  -4.96771
H  -0.69623  2.95533  -3.62731
H  0.82777  -3.77977  -2.73881
H  2.60127  -3.81757  -4.27551
H  3.09207  -2.13957  -5.88501
H  1.65107  -0.26387  -6.31771
H  0.58687  0.98933  -4.64451
H  -1.31363  4.82783  2.77609
H  0.34287  6.58033  3.11359
H  2.30987  6.75323  1.63229
H  2.62527  5.10573  -0.18501
H  0.94577  3.35543  -0.55151
H  -3.53713  4.78313  -0.36751
H  -5.26953  6.11273  0.74699
H  -5.73333  5.79523  3.14669
H  -4.52893  4.04643  4.41619
H  -2.82773  2.66433  3.29769
S  1.06067  3.31383  4.37529
Sb  0.58887  1.20593  3.79729
S  -1.66293  0.90073  1.46829
S  1.45487  1.18103  1.50829

Its net charge is +2. The largest force on an atom comes out at 0.0420 hartree/bohr. The frontier orbital gap (spin up / spin down) is 5.0 / 4.9 eV. The HOMO energy (spin up / spin down) is -11.62 / -11.58 eV. Its spin multiplicity is 2. The value obtained for the energy relative to the best compared isomer or geometry (same formula, charge and spin) is 0.000 eV.

[2]
This record from the Open Molecules 2025 dataset describes a cluster of 7 separate species, C33H36N6O in total. The level of theory is the ωB97M-V functional and the def2-TZVPD basis.

Element x y z (Å)
C  22.70958  -21.63917  -11.31935
C  21.44694  -21.98374  -11.73958
C  21.19008  -23.16502  -12.46678
N  22.23807  -23.98951  -12.81527
C  23.48524  -23.65816  -12.36994
C  23.74456  -22.53184  -11.61450
H  22.89598  -20.82458  -10.63516
H  20.58086  -21.37609  -11.52263
H  20.24450  -23.52493  -12.84459
H  24.30508  -24.31468  -12.62140
H  24.72295  -22.39358  -11.17856
C  25.22319  -17.73715  -8.93049
C  25.83616  -18.32243  -10.04278
C  25.84532  -19.70160  -10.12042
N  25.36798  -20.48264  -9.13501
C  24.70899  -19.92505  -8.11083
C  24.58529  -18.55287  -8.00148
H  25.14669  -16.67612  -8.74403
H  26.30898  -17.67694  -10.76817
H  26.27716  -20.22926  -10.95797
H  24.30541  -20.68670  -7.46015
H  23.98183  -18.18241  -7.18599
C  25.30992  -19.81501  -15.59861
C  24.50289  -20.18428  -14.54658
C  23.14140  -20.38452  -14.87074
N  22.54906  -20.13920  -16.10826
C  23.42226  -19.76168  -17.10047
C  24.78263  -19.60690  -16.89052
H  26.34324  -19.55890  -15.41679
H  24.87774  -20.33127  -13.54444
H  22.49871  -20.64963  -14.04426
H  22.97323  -19.44104  -18.02888
H  25.44209  -19.23599  -17.66120
C  20.50834  -24.81488  -7.45320
C  21.49233  -24.58082  -8.45504
C  22.53733  -23.68556  -8.21605
N  22.52847  -22.92796  -7.09580
C  21.54769  -23.11205  -6.17194
C  20.59831  -24.06990  -6.25302
H  19.72113  -25.54272  -7.58338
H  21.54376  -25.08989  -9.40614
H  23.26780  -23.54817  -8.99959
H  21.48792  -22.40468  -5.35803
H  19.85982  -24.10549  -5.46576
C  25.92973  -16.54008  -15.71081
C  27.26984  -16.98767  -15.49384
C  27.69606  -17.02279  -14.18038
N  26.87942  -16.77386  -13.16360
C  25.54242  -16.45579  -13.41731
C  25.01633  -16.26766  -14.67319
H  25.56675  -16.48908  -16.72670
H  27.89943  -17.10626  -16.36330
H  28.67788  -17.43153  -13.99233
H  24.86043  -16.33706  -12.58833
H  23.97264  -16.02028  -14.79935
C  25.54418  -24.78244  -5.66395
C  25.50120  -24.54347  -4.26211
C  25.89017  -23.30327  -3.77139
N  26.13930  -22.25549  -4.60846
C  26.16275  -22.45386  -5.96798
C  25.91625  -23.71995  -6.50037
H  25.35991  -25.77282  -6.05332
H  25.23919  -25.33289  -3.57322
H  25.78147  -23.00325  -2.73961
H  26.56723  -21.62955  -6.53657
H  26.05054  -24.03120  -7.52580
C  21.96996  -15.98682  -6.48192
C  21.19459  -16.53173  -7.64804
C  21.38530  -15.85113  -8.99286
O  20.54125  -17.56144  -7.56393
H  23.03371  -16.21299  -6.55524
H  21.63707  -16.47607  -5.56653
H  21.83078  -14.91564  -6.33597
H  20.90718  -16.42025  -9.79011
H  22.45158  -15.79330  -9.21150
H  20.94200  -14.85563  -9.01670

Its net charge is 0. The largest force on an atom comes out at 0.0673 hartree/bohr. The frontier orbital gap is 9.7 eV. The HOMO energy is -9.22 eV. The value obtained for the energy relative to the best compared isomer or geometry (same formula, charge and spin) is 0.000 eV.

[3]
This record from the Open Molecules 2025 dataset describes the molecule C5H4O4S. The level of theory is the ωB97M-V functional and the def2-TZVPD basis.

Element x y z (Å)
C  -0.76326  0.46254  0.60310
C  -1.24823  1.78164  0.17786
C  0.29865  -0.43534  0.38475
C  1.70304  -0.20181  0.22753
C  -0.73229  2.79756  -0.46722
O  -0.40020  3.77920  -0.98997
O  4.52566  -0.62823  0.35891
O  3.96107  0.71141  -1.59816
O  2.32104  0.83929  0.22531
S  4.39981  0.70707  -0.21838
H  -1.62762  0.08283  1.10962
H  -2.32079  2.04446  0.56021
H  0.19191  -1.37256  0.73459
H  2.40469  -1.06823  0.12521

Its net charge is 0. The largest force on an atom comes out at 0.0938 hartree/bohr. The frontier orbital gap is 8.4 eV. The HOMO energy is -9.51 eV. The value obtained for the energy relative to the best compared isomer or geometry (same formula, charge and spin) is 1.681 eV.

[4]
This record from the Open Molecules 2025 dataset describes a cluster of 5 separate species, C24H48N2O9P in total. The level of theory is the ωB97M-V functional and the def2-TZVPD basis.

Element x y z (Å)
C  -2.55128  -2.33258  1.61676
C  -0.97838  -2.06837  1.65194
N  -0.38651  -2.29390  2.78826
C  -0.14675  -1.61241  0.41325
C  -0.17395  -0.06896  0.13348
C  -1.56217  0.60451  -0.24183
C  -1.18820  2.10259  0.14687
C  -0.10574  1.98746  1.26906
P  0.24753  3.41254  2.43077
C  -1.39968  3.81570  3.28045
O  1.23400  2.83601  3.70500
N  0.43701  0.78357  1.19565
H  -3.09694  -1.63349  2.30921
H  -2.88542  -2.26298  0.55030
H  -2.69418  -3.38321  2.00038
H  -1.10691  -2.61243  3.45407
H  -0.47216  -2.23588  -0.47418
H  0.92902  -1.89081  0.61943
H  0.42056  0.03961  -0.82680
H  -2.43995  0.27301  0.38108
H  -1.74256  0.65451  -1.35199
H  -1.99606  2.87184  0.22391
H  -0.57805  2.48282  -0.73002
H  -1.35931  3.58892  4.38343
H  -1.55705  4.92730  3.18929
H  -2.27167  3.30856  2.79471
H  1.90882  2.28582  3.27182
H  1.19124  0.50693  1.82511
O  6.90454  6.23367  4.29932
C  5.85557  5.87557  4.76360
O  4.74901  5.87021  3.99781
C  3.49572  5.30259  4.39318
C  2.68207  6.28616  5.20838
C  5.73921  5.51233  6.22059
H  3.64137  4.34975  4.90675
H  2.96109  5.07616  3.46853
H  3.18898  6.55437  6.13680
H  1.70602  5.86549  5.45723
H  2.53504  7.21250  4.64937
H  5.61732  6.42386  6.80662
H  6.65801  5.01037  6.52404
H  4.92546  4.82436  6.44186
O  -1.35563  -3.96659  -1.54195
C  -1.47127  -5.10510  -1.15108
O  -1.77647  -5.33879  0.13432
C  -2.10597  -6.63150  0.66385
C  -0.85897  -7.40968  1.02799
C  -1.19227  -6.26869  -2.06139
H  -2.75811  -7.17832  -0.01958
H  -2.69111  -6.44738  1.56683
H  -0.23523  -7.60077  0.15307
H  -1.12154  -8.36697  1.48025
H  -0.24911  -6.84171  1.73373
H  -0.11721  -6.45219  -2.08613
H  -1.53771  -6.01455  -3.06512
H  -1.71264  -7.18198  -1.78149
O  1.50762  3.58302  -0.46758
C  2.26772  3.76220  -1.39362
O  1.78635  4.10828  -2.58991
C  2.59939  4.51373  -3.70392
C  3.10583  3.31532  -4.47912
C  3.74415  3.51644  -1.24011
H  3.40444  5.17505  -3.37871
H  1.95192  5.11077  -4.34756
H  3.74632  2.67994  -3.86428
H  3.67455  3.63535  -5.35280
H  2.26979  2.69585  -4.81035
H  3.94313  2.45111  -1.36386
H  4.04232  3.82413  -0.23713
H  4.36077  4.08542  -1.93156
O  -2.72058  -6.32908  -4.90029
C  -3.43581  -5.37476  -5.07310
O  -2.95071  -4.13632  -4.90065
C  -3.65637  -2.93808  -5.24301
C  -4.58629  -2.51163  -4.12598
C  -4.89569  -5.55196  -5.39548
H  -4.17074  -3.04718  -6.19978
H  -2.89426  -2.17073  -5.38904
H  -5.35594  -3.26180  -3.93532
H  -5.07725  -1.56881  -4.37284
H  -4.02858  -2.38650  -3.19508
H  -5.44732  -5.72101  -4.46998
H  -5.00182  -6.42373  -6.04138
H  -5.33440  -4.71487  -5.93438

Its net charge is +1. The largest force on an atom comes out at 0.0544 hartree/bohr. The frontier orbital gap is 8.3 eV. The HOMO energy is -11.73 eV. The value obtained for the energy relative to the best compared isomer or geometry (same formula, charge and spin) is 0.000 eV.